(1)
Density functional theory data (ωB97M-V with the def2-TZVPD basis set) for a structure of composition C17H25F3IrN6O8.

Positions of all 60 atoms, in Å:
Ir -0.0962 -1.2791 1.9287
N -2.9497 0.8784 2.5455
C -3.0529 2.1533 2.6821
C -3.4516 3.1130 1.6093
C -3.5434 2.6348 0.1518
C -2.2489 2.6575 -0.6555
N -1.8866 4.0573 -0.9620
C -0.7290 4.4404 -1.5185
N 0.2335 3.5705 -1.7273
N -0.5519 5.7204 -1.8433
C 1.0540 1.4361 2.9896
O 0.9200 2.5694 3.1079
O 1.1845 0.2817 2.8701
H -2.9625 0.4169 1.6235
H -2.7782 0.2526 3.3248
H -2.8968 2.5516 3.6814
H -2.8481 4.0177 1.7219
H -4.4526 3.4154 1.9572
H -4.2866 3.2525 -0.3577
H -3.9461 1.6245 0.0966
H -2.3986 2.0900 -1.5765
H -1.4319 2.1693 -0.1221
H -2.6487 4.7134 -1.0433
H 0.1106 2.5799 -1.5698
H 1.1152 3.8698 -2.1090
H -1.2608 6.4121 -1.6691
H 0.2808 6.0271 -2.3173
C 4.7095 -2.4749 0.9734
C 4.1670 -1.9253 -0.3378
C 2.7632 -2.4825 -0.7551
C 2.7820 -4.0001 -0.9654
C 1.4724 -4.5439 -1.5264
C 2.4463 -1.7512 -2.0509
O 2.8274 -2.1044 -3.1278
N 1.7583 -0.5302 -1.9174
C 1.0908 -0.1011 -0.8087
O 0.5060 0.9664 -0.7692
N 1.1050 -0.9228 0.2705
C 1.7865 -2.0969 0.3100
O 1.5461 -2.7829 1.3194
H 5.6896 -2.0406 1.1666
H 4.8314 -3.5560 0.9389
H 4.0648 -2.2364 1.8202
H 4.8371 -2.1782 -1.1611
H 4.1157 -0.8328 -0.2951
H 2.9896 -4.4659 -0.0028
H 3.6138 -4.2323 -1.6306
H 0.6301 -4.3071 -0.8706
H 1.5200 -5.6284 -1.6076
H 1.2666 -4.1493 -2.5212
H 1.6772 0.0279 -2.7566
O -0.8302 -2.6693 4.5012
C -0.6393 -2.0774 3.5576
F -1.9600 -2.0144 -2.1958
C -2.7926 -2.0005 -1.1497
F -3.2778 -3.2133 -0.9565
F -3.7975 -1.1633 -1.4188
C -2.0081 -1.4931 0.0774
O -1.3370 -2.3601 0.7180
O -2.0318 -0.2863 0.3532

Properties
total energy	-1996.8085	Ha
E_LUMO (spin up / spin down)	-0.243 / -0.248	hartree
2S+1	2
HOMO level (spin up / spin down)	-14.5 / -15.0	eV
largest force on an atom	0.98	eV Å⁻¹
net charge	+2

=====

(2)
Density functional theory data (ωB97M-V with the def2-TZVPD basis set) for the molecule C17H25F3N4O3.

Positions of all 52 atoms, in Å:
C -3.3052 2.3134 0.3352
C -4.2258 1.3596 -0.4143
C -3.5854 0.7662 -1.6651
N -2.4457 -0.0888 -1.3761
C -1.1760 0.3428 -1.5097
O -0.8851 1.5039 -1.7723
C -0.0286 -0.6438 -1.2359
C -0.2593 -2.1189 -1.4159
N -1.4500 -2.7018 -1.4164
N -1.2019 -4.0065 -1.5723
C 0.1207 -4.2688 -1.6754
C 0.7793 -3.0700 -1.5761
C 2.2474 -2.8007 -1.6307
N 0.5604 -0.4143 0.1083
C -0.4015 -0.7394 1.1630
C 0.2494 -0.7556 2.5322
C 0.8393 0.6206 2.8069
C 1.5143 0.6844 4.1549
F 2.5426 -0.1797 4.2567
F 2.0079 1.9103 4.4124
F 0.6583 0.3911 5.1529
C 1.8059 0.9899 1.6908
C 1.1283 0.9157 0.3112
C 2.1991 1.2619 -0.7131
O 2.5932 0.5758 -1.6200
O 2.6525 2.5043 -0.4905
C 3.6218 2.9737 -1.4346
H -3.7961 2.7182 1.2212
H -2.3952 1.8050 0.6577
H -3.0001 3.1441 -0.3020
H -4.5405 0.5449 0.2447
H -5.1359 1.8849 -0.7175
H -4.3195 0.1706 -2.2110
H -3.2408 1.5658 -2.3220
H -2.5792 -1.0865 -1.2719
H 0.7395 -0.3656 -1.9527
H -1.9685 -4.6528 -1.6125
H 0.4882 -5.2727 -1.8090
H 2.8155 -3.7298 -1.5943
H 2.5194 -2.2712 -2.5452
H 2.5505 -2.1664 -0.7986
H -1.2429 -0.0265 1.1733
H -0.8255 -1.7180 0.9432
H -0.4904 -1.0216 3.2883
H 1.0432 -1.5060 2.5517
H 0.0311 1.3592 2.8501
H 2.1933 1.9964 1.8345
H 2.6504 0.2948 1.7049
H 0.3723 1.7106 0.2409
H 3.8716 3.9822 -1.1210
H 4.5054 2.3381 -1.4218
H 3.1985 2.9769 -2.4372

Properties
total energy	-1407.2013	Ha
SMILES string	CCCNC(=O)[C@H](c1n[nH]cc1C)N1CC[C@@H](C(F)(F)F)C[C@H]1C(=O)OC
E_LUMO	0.027	hartree
2S+1	1
HOMO level	-8.7	eV
largest force on an atom	0.46	eV Å⁻¹

=====

(3)
Density functional theory data (ωB97M-V with the def2-TZVPD basis set) for a structure of composition C17H25F5NO2P2Zr at a distorted geometry.

Positions of all 53 atoms, in Å:
C 0.9954 -1.2939 -4.1180
C 1.0706 -0.9426 -2.7524
N -0.1219 -0.7830 -2.0603
C -1.3156 -1.0539 -2.6255
C -1.3972 -1.3918 -3.9699
C -0.2318 -1.5109 -4.7174
C 2.3434 -0.6910 -2.1156
P 2.5437 -0.3435 -0.3771
Zr 0.0202 -0.2310 0.1882
P -2.5105 0.0155 -0.2497
C -2.6043 -1.0170 -1.7894
O 1.8427 2.2252 -2.9873
O -0.7227 2.5998 -2.4687
H 1.9324 -1.3763 -4.6608
H -2.3834 -1.5380 -4.3961
H -0.2881 -1.7708 -5.7684
C 3.2376 -1.7817 0.4983
C 3.5672 1.1144 -0.0216
H -3.4252 -0.5905 -2.3859
H -2.9048 -2.0392 -1.4911
H 2.2365 1.3550 -2.7571
H 3.2230 -0.7849 -2.7656
C -3.4985 -0.8047 1.0257
C -3.2718 1.5997 -0.6168
H 0.3716 1.6416 -0.1898
H -0.8057 3.5392 -2.2454
H 0.2279 2.4745 -2.7471
H 2.2196 2.4355 -3.8583
H -0.1273 -1.9551 0.2049
H -0.1847 1.4095 -0.7821
H 4.2747 -1.9716 0.2015
H 3.1915 -1.5877 1.5795
H 2.6184 -2.6604 0.2778
H 4.6289 0.9415 -0.2259
H 3.2173 1.9816 -0.5969
H 3.4436 1.3439 1.0462
H -4.3323 1.4837 -0.8629
H -3.1678 2.2204 0.2822
H -2.7320 2.0859 -1.4369
H -4.5564 -0.8470 0.7462
H -3.1095 -1.8156 1.2018
H -3.3870 -0.2341 1.9558
F -0.3119 -1.7216 3.0157
C -0.5171 -0.4015 3.3337
C -0.4270 0.5664 2.3400
C -0.6821 1.8814 2.6985
F -0.6834 2.8651 1.7508
C -0.9925 2.2382 4.0146
F -1.2229 3.5316 4.3234
C -1.0711 1.2537 5.0000
F -1.3688 1.5914 6.2713
C -0.8439 -0.0799 4.6536
F -0.9561 -1.0493 5.5852

Properties
total energy	-2096.7609	Ha
E_LUMO	-0.176	hartree
2S+1	1
HOMO level	-10.2	eV
largest force on an atom	4.48	eV Å⁻¹
net charge	+1

=====

(4)
Density functional theory data (ωB97M-V with the def2-TZVPD basis set) for the molecule C17H25FN2O3.

Positions of all 48 atoms, in Å:
C 6.8880 2.2310 -0.3001
O 6.4627 0.9028 -0.4776
C 5.2182 0.5614 -0.0570
C 4.3047 1.4098 0.5555
C 3.0563 0.9453 0.9418
C 2.6823 -0.3709 0.7372
C 1.3331 -0.8912 1.1538
N 0.6979 -1.5886 0.0467
C -0.4241 -2.4221 0.4228
C -1.7044 -1.6353 0.7398
C -2.0707 -0.7840 -0.4809
N -3.2879 0.0165 -0.3933
C -4.5145 -0.7237 -0.6357
C -5.6607 0.2757 -0.8060
O -5.8071 1.0915 0.3321
C -4.6102 1.7807 0.6033
C -3.4471 0.8092 0.8150
C -0.8875 0.1305 -0.8376
O -1.1652 0.8687 -2.0016
C 0.3648 -0.7323 -1.0720
C 3.5871 -1.2321 0.1239
C 4.8221 -0.7674 -0.2617
F 5.6870 -1.6174 -0.8543
H 6.9169 2.5057 0.7594
H 7.8955 2.2724 -0.7104
H 6.2470 2.9339 -0.8420
H 4.5558 2.4430 0.7339
H 2.3685 1.6330 1.4117
H 1.4697 -1.6212 1.9589
H 0.7305 -0.0605 1.5544
H -0.1335 -3.0298 1.2830
H -0.6212 -3.0962 -0.4176
H -1.5346 -0.9957 1.6079
H -2.5133 -2.3288 0.9763
H -2.2171 -1.4551 -1.3378
H -4.4069 -1.3100 -1.5505
H -4.7557 -1.4044 0.1982
H -6.6110 -0.2447 -0.9350
H -5.4629 0.9015 -1.6900
H -4.7922 2.3676 1.5051
H -4.3702 2.4569 -0.2317
H -2.5354 1.3755 1.0079
H -3.6728 0.1792 1.6916
H -0.6926 0.8264 -0.0042
H -2.1039 1.1005 -1.9599
H 1.2139 -0.0849 -1.2943
H 0.1823 -1.3636 -1.9465
H 3.3183 -2.2589 -0.0624

Properties
total energy	-1097.8466	Ha
SMILES string	COc1ccc(CN2CC[C@@H](N3CCOCC3)[C@H](O)C2)cc1F
E_LUMO	0.028	hartree
2S+1	1
HOMO level	-8.4	eV
largest force on an atom	0.49	eV Å⁻¹